{"formula": "C42H110N2O14", "method": "the ωB97M-V functional and the def2-TZVPD basis", "molar_mass_g_mol": 867.3, "gap_ha": 0.3415, "smiles": "COCCNCCOC.COCCNCCOC.CC(C)O.CC(C)O.CC(C)O.CC(C)O.CC(C)O.CC(C)O.CC(C)O.CC(C)O.CC(C)O.CC(C)O", "homo_ev": -8.8, "max_force_ev_per_a": 2.9, "e_above_lowest_ev": 3.722, "species": ["C", "O", "C", "C", "N", "C", "C", "O", "C", "H", "H", "H", "H", "H", "H", "H", "H", "H", "H", "H", "H", "H", "H", "H", "C", "O", "C", "C", "N", "C", "C", "O", "C", "H", "H", "H", "H", "H", "H", "H", "H", "H", "H", "H", "H", "H", "H", "H", "C", "C", "C", "O", "H", "H", "H", "H", "H", "H", "H", "H", "C", "C", "C", "O", "H", "H", "H", "H", "H", "H", "H", "H", "C", "C", "C", "O", "H", "H", "H", "H", "H", "H", "H", "H", "C", "C", "C", "O", "H", "H", "H", "H", "H", "H", "H", "H", "C", "C", "C", "O", "H", "H", "H", "H", "H", "H", "H", "H", "C", "C", "C", "O", "H", "H", "H", "H", "H", "H", "H", "H", "C", "C", "C", "O", "H", "H", "H", "H", "H", "H", "H", "H", "C", "C", "C", "O", "H", "H", "H", "H", "H", "H", "H", "H", "C", "C", "C", "O", "H", "H", "H", "H", "H", "H", "H", "H", "C", "C", "C", "O", "H", "H", "H", "H", "H", "H", "H", "H"], "xyz": [[-2.3891, -1.4550, 2.4951], [-2.0052, -0.7740, 1.2764], [-1.2388, 0.4590, 1.5364], [-0.7613, 1.2518, 0.2343], [0.4388, 0.6142, -0.2627], [1.0762, 1.3783, -1.3667], [2.4085, 0.7678, -1.7714], [2.1578, -0.3501, -2.6083], [3.4005, -0.8672, -3.1784], [-3.3625, -1.9415, 2.4326], [-2.4653, -0.6860, 3.2639], [-1.5613, -2.1319, 2.7063], [-0.3805, 0.2333, 2.1692], [-1.8538, 1.1670, 2.0919], [-0.5544, 2.2885, 0.4997], [-1.5820, 1.2998, -0.4815], [0.2676, -0.2545, -0.7487], [1.1693, 2.4326, -1.1060], [0.4177, 1.3178, -2.2332], [3.0355, 0.5277, -0.9127], [2.9698, 1.4923, -2.3614], [4.0747, -1.2212, -2.3985], [3.7665, -0.0934, -3.8533], [3.1480, -1.7010, -3.8334], [-2.4679, 3.0437, -2.9147], [-3.1550, 3.6259, -1.8095], [-2.4545, 4.6750, -1.1269], [-3.2253, 5.2399, 0.0959], [-3.2964, 4.2106, 1.1522], [-3.6944, 4.7665, 2.4153], [-3.8110, 3.6706, 3.5445], [-4.8889, 2.8186, 3.1959], [-5.0356, 1.6100, 3.8829], [-1.5154, 2.6058, -2.6162], [-2.3983, 3.6796, -3.7972], [-3.0969, 2.1852, -3.1507], [-2.2877, 5.4998, -1.8198], [-1.4443, 4.3207, -0.9217], [-4.2634, 5.5292, -0.0675], [-2.7192, 6.0997, 0.5349], [-3.9305, 3.4627, 0.9102], [-4.6190, 5.3347, 2.3139], [-2.9361, 5.5231, 2.6170], [-4.2121, 4.1411, 4.4422], [-2.8800, 3.1528, 3.7750], [-4.0941, 1.1015, 4.0904], [-5.6434, 0.8951, 3.3283], [-5.4481, 1.7906, 4.8756], [6.6923, 1.1479, -2.9734], [7.9704, 1.9248, -3.1613], [9.1267, 1.4421, -2.2901], [8.3615, 1.9894, -4.4925], [5.8936, 1.5510, -3.5961], [6.3547, 1.2950, -1.9475], [6.7915, 0.0723, -3.1191], [7.7355, 2.9388, -2.8377], [8.9265, 1.5625, -1.2254], [10.0247, 2.0004, -2.5546], [9.3972, 0.3879, -2.3493], [8.4939, 1.0990, -4.8261], [3.6018, -4.5393, -5.1718], [2.6639, -4.2549, -6.3628], [2.8459, -2.8148, -6.9148], [3.0045, -5.0802, -7.4185], [3.6132, -5.6181, -5.0165], [3.2521, -4.0373, -4.2697], [4.6081, -4.1316, -5.2682], [1.6451, -4.3093, -5.9791], [2.3942, -2.6382, -7.8909], [3.9214, -2.6550, -6.9919], [2.4203, -2.0845, -6.2266], [3.8698, -4.8141, -7.7380], [0.4365, 0.7716, -5.3436], [0.3682, 2.3137, -5.4852], [1.6433, 2.9802, -5.0085], [0.1844, 2.5729, -6.8581], [-0.3748, 0.4213, -5.9816], [0.2306, 0.4435, -4.3248], [1.3636, 0.3748, -5.7574], [-0.5142, 2.6506, -4.9413], [1.5002, 4.0511, -5.1525], [2.5612, 2.7167, -5.5339], [1.8293, 2.9376, -3.9353], [0.9685, 2.2267, -7.2905], [-6.2996, -1.0158, 1.3210], [-5.6300, -0.8687, -0.0492], [-5.0729, 0.5114, -0.4381], [-4.5381, -1.7987, -0.0636], [-5.5993, -0.7899, 2.1251], [-6.6097, -2.0539, 1.4403], [-7.1784, -0.4037, 1.5236], [-6.3681, -1.1644, -0.7948], [-4.1522, 0.7128, 0.1094], [-5.8683, 1.2287, -0.2358], [-4.8902, 0.6072, -1.5084], [-3.8371, -1.4409, 0.4861], [0.4691, -0.3132, 4.8605], [0.1514, -0.1795, 6.3527], [0.5267, -1.3657, 7.2534], [0.6345, 1.0235, 6.8234], [-0.0223, -1.2440, 4.5775], [1.5313, -0.3999, 4.6318], [-0.0074, 0.4370, 4.2293], [-0.9281, -0.0558, 6.4391], [0.0714, -1.3183, 8.2427], [1.6084, -1.4980, 7.2753], [0.0954, -2.2769, 6.8389], [0.5026, 1.0178, 7.7743], [1.4826, -2.9941, 2.0063], [2.7251, -2.5928, 1.1859], [3.3244, -1.2834, 1.6362], [3.6837, -3.5923, 1.2273], [1.7934, -3.4652, 2.9388], [0.7763, -3.6881, 1.5509], [0.8871, -2.1172, 2.2604], [2.3966, -2.4224, 0.1607], [2.6078, -0.4647, 1.5710], [4.1214, -1.0318, 0.9365], [3.5588, -1.3915, 2.6952], [3.8914, -3.7771, 2.1462], [-1.5318, -5.9167, 5.8514], [-1.1804, -5.0720, 4.6445], [-2.3178, -5.2521, 3.6171], [-1.1243, -3.7206, 4.9583], [-1.3736, -6.9855, 5.7072], [-2.4948, -5.6483, 6.2858], [-0.7933, -5.6330, 6.6013], [-0.2116, -5.3865, 4.2565], [-2.4841, -6.2916, 3.3344], [-2.0727, -4.7830, 2.6642], [-3.2789, -4.8474, 3.9343], [-1.9996, -3.4184, 5.2118], [-5.7010, -2.4940, 4.9357], [-4.2948, -2.3796, 5.5210], [-4.1980, -1.2484, 6.5570], [-3.9097, -3.5315, 6.2193], [-6.4893, -2.6917, 5.6621], [-5.7508, -3.3357, 4.2449], [-6.0053, -1.6350, 4.3376], [-3.5879, -2.2704, 4.6985], [-3.2718, -1.3255, 7.1265], [-5.0075, -1.2443, 7.2869], [-4.2430, -0.2863, 6.0466], [-4.4967, -3.6730, 6.9656], [3.0535, 5.7197, -1.8234], [4.0268, 5.3211, -2.9411], [4.7881, 6.4927, -3.5680], [5.0280, 4.4036, -2.4430], [2.2944, 6.3325, -2.3095], [3.5161, 6.4435, -1.1525], [2.6251, 4.9186, -1.2210], [3.5118, 4.8093, -3.7541], [5.6591, 6.2569, -4.1794], [5.0017, 7.1795, -2.7490], [4.2090, 7.1531, -4.2133], [5.3897, 4.8393, -1.6679], [-1.6271, -1.0167, -2.7116], [-0.7572, -2.2256, -3.2331], [-0.0817, -3.0521, -2.1398], [-1.5840, -3.1000, -3.9181], [-2.3256, -1.3366, -1.9385], [-2.2256, -0.5235, -3.4775], [-0.8889, -0.2981, -2.3557], [-0.0770, -1.9447, -4.0373], [-0.0782, -4.1164, -2.3750], [-0.6656, -3.1098, -1.2212], [0.9073, -2.7479, -1.7973], [-2.1827, -3.4890, -3.2763]], "forces_ev_per_a": [[1.2503, 1.1969, -0.4715], [-0.0105, 1.0310, -0.2201], [-0.4872, 0.4163, -0.9409], [-0.5785, -2.0326, 1.3194], [1.2829, 0.8188, -1.0084], [-0.2066, -0.5413, 0.5617], [-0.1563, 0.4984, -0.5896], [0.9191, -0.8727, 0.0841], [-1.7760, 0.3707, -0.0983], [0.1529, -0.1784, -0.4828], [0.0043, -0.1200, 0.4355], [-0.3709, -0.3279, 0.5059], [0.1916, -0.1720, -0.2623], [-0.4412, -0.0731, 0.1898], [0.1655, -0.0719, 0.3224], [-0.3080, -0.1330, -0.2172], [-0.5889, -0.5773, 0.6473], [0.1904, 0.0145, 0.2036], [0.0061, 0.3145, -0.4435], [-0.0950, -0.2711, 0.2600], [0.1466, 0.3557, -0.0871], [0.2402, 0.3278, -0.0644], [0.6906, 0.1216, 0.3214], [-0.2272, -0.1275, 0.2496], [-0.9326, -0.5945, 0.8356], [0.0575, 0.5530, 0.4735], [-0.4912, 0.5318, -0.7682], [0.1121, -2.0975, 0.4792], [0.7271, -0.4685, -0.1419], [0.4061, -0.6903, 0.5954], [-1.2868, 1.4218, -0.2613], [0.0808, -0.6534, -1.6270], [0.4691, 0.0143, 0.7501], [0.4007, 0.3612, 0.0044], [0.1672, 0.2953, 0.1253], [0.0077, 0.0078, -0.3464], [-0.1701, 0.3021, -0.3152], [0.0518, -0.1035, 0.7971], [-0.0031, 0.3934, -0.9803], [0.2996, 0.0260, -0.3101], [-0.0944, -0.0338, -0.3389], [-0.5937, -0.0875, 0.3561], [0.1358, -0.0857, 0.7650], [0.7558, 0.5454, 0.4292], [0.0919, -0.1590, -0.3200], [0.5176, 0.0289, -0.2712], [-0.2012, 0.4631, -0.0768], [-0.4382, -0.0357, 0.1809], [-0.4794, -0.0097, 0.5261], [0.0119, -0.3755, 1.1416], [0.2603, -0.0606, 0.4636], [0.2153, 0.3572, -1.1727], [0.1062, -0.0707, -0.1885], [-0.0501, -0.0975, 0.1582], [0.1293, -0.0781, -0.2232], [0.1582, 0.2452, -0.2857], [-0.1073, 0.3764, 0.0571], [-0.0262, 0.1210, 0.1188], [-0.2941, -0.2412, -0.5880], [0.0215, -0.1410, -0.0113], [-0.6109, 0.4752, 0.2145], [1.3381, 2.4736, 0.5459], [-0.0573, -0.0639, 0.9714], [-0.7181, -1.7427, -0.8158], [0.1752, 0.0860, 0.1562], [-0.3511, -0.1992, 0.1748], [0.1975, -0.2677, -0.5855], [-0.2166, -0.9113, -0.6881], [-0.1206, -0.3850, 0.0529], [0.1109, 0.3093, -0.0918], [0.1443, 0.1976, 0.0880], [0.0671, 0.0382, 0.0121], [-0.9242, 0.7387, -0.1033], [1.0663, -1.9758, 0.2235], [-0.3638, 1.4576, 0.6232], [-0.3459, 0.7000, -0.3448], [-0.0623, -0.3209, 0.0861], [0.4376, -0.1344, -0.0604], [0.1821, -0.0275, 0.2882], [0.0795, 0.3336, -0.1531], [0.1309, 0.2448, -0.3001], [-0.1636, -0.4107, -0.1500], [-0.0804, -0.6152, 0.1203], [0.0537, -0.0046, -0.2812], [-0.0142, 0.2200, 0.1715], [0.7778, 0.1297, 0.2612], [-1.1146, -0.2503, 0.2564], [-0.6742, -0.5292, -0.6318], [0.2516, -0.0480, -0.0397], [0.0843, -0.0544, -0.0319], [-0.0730, 0.2302, -0.4018], [0.2335, -0.3035, -0.1873], [-0.1065, 0.2562, 0.1111], [0.2623, 0.4473, 0.2847], [0.2246, -0.3589, 0.0158], [0.3236, 0.3186, -0.0561], [-0.4555, -0.9553, 0.4940], [-1.1508, -0.5928, -0.3431], [-0.0944, -0.2874, -1.0672], [1.3092, 1.4220, 0.6754], [0.2060, -0.2857, -0.2565], [0.0340, 0.1363, 0.1111], [0.2286, 0.3870, 0.4172], [-0.6041, -0.5508, -0.3349], [0.3113, 0.4849, 0.1812], [0.0320, 0.0509, 0.3220], [0.0726, -0.1023, -0.2722], [0.1021, 0.2564, 0.1281], [-0.0699, 0.3471, 0.1916], [-1.7618, 0.6714, 0.1662], [-0.7462, 0.2591, 0.0552], [0.7627, -0.9973, -0.6381], [0.0861, 0.0885, 0.2375], [0.3476, -0.1372, -0.4467], [0.0489, 0.1554, 0.0689], [0.2100, -0.4945, -0.3186], [-0.2521, -0.0335, -0.0786], [0.4928, -0.0447, 0.6065], [0.7623, 0.2612, -0.0177], [0.0313, -0.0026, 0.1278], [1.2322, 0.3854, 1.0162], [-2.3227, -1.1812, -0.6974], [0.6715, -0.4140, -1.1420], [1.0131, 1.3014, 0.2895], [-0.4481, 0.0030, -0.2423], [-0.1490, -0.2845, -0.3437], [0.0768, -0.0709, 0.3631], [-0.0159, 0.2072, -0.1700], [0.0139, -0.2198, 0.3114], [0.0995, 0.3396, -0.0178], [0.1297, 0.0624, 0.4333], [-0.1735, -0.2274, 0.2616], [-0.0648, -0.4840, -0.6353], [-1.1592, 0.9757, 1.2408], [0.1973, 0.6399, -0.8019], [0.3890, -1.4495, -0.3037], [0.1921, 0.1963, 0.3878], [0.1746, -0.1477, -0.0776], [0.1716, 0.2604, 0.1881], [0.1180, 0.1884, 0.1165], [0.1314, 0.0631, -0.2184], [-0.2482, -0.3384, -0.1355], [0.1084, 0.2114, 0.1333], [-0.1007, 0.0381, 0.0795], [0.2651, 0.9908, -0.8547], [0.8763, -0.4841, -0.2108], [-0.8125, 1.2111, 0.3506], [-0.6155, -0.0241, -0.1085], [-0.5252, -0.2527, 0.1131], [0.3762, -0.1501, 0.2428], [0.0529, -0.1455, -0.4141], [-0.1036, -0.3631, 0.2505], [0.0500, -0.4780, 0.5195], [0.8229, 0.0030, 0.0994], [-0.6336, -0.3103, -0.1674], [0.2466, -0.0694, 0.1825], [1.4588, -0.6087, -0.3458], [-0.6625, 0.5020, 0.4042], [0.1383, -0.0673, 1.1091], [-1.4111, -1.1388, -1.0517], [0.2399, -0.0347, 0.2830], [0.2414, -0.2538, -0.3626], [-0.3868, 0.2750, 0.4075], [0.4211, 0.5741, 0.4722], [0.4827, 0.0943, -0.7399], [-0.4517, 0.6326, 0.1924], [0.1116, 0.1809, -0.3695], [-0.2738, -0.1545, -0.0266]]}